The following is a DFT calculation (ωB97M-V/def2-TZVPD) of a structure of composition C34H44BrFeN4O3P2S3.

The HOMO energy (alpha / beta) comes out at -4.4 / -4.4 eV. As for the total energy: -203590.621 eV. For the LUMO energy (alpha / beta), the calculation gives 2.14 / 2.14 eV. The calculation puts the maximum force at 0.512 eV/A.

The geometry in ORCA input format:
```
! wB97M-V def2-TZVPD RIJCOSX def2/J DEFGRID3
* xyz -1 1
Fe 0.373 -0.406 0.584
C -0.974 2.563 1.770
P 0.561 1.770 1.180
C 1.057 2.737 -0.315
N 1.044 4.037 -0.329
C 1.454 4.651 -1.478
C 1.408 6.059 -1.569
C 1.831 6.685 -2.707
C 2.321 5.934 -3.798
C 2.376 4.570 -3.727
C 1.938 3.904 -2.562
N 1.992 2.539 -2.512
C 1.526 1.965 -1.444
P 1.564 0.119 -1.224
C 3.388 -0.018 -1.085
C 1.266 -0.714 -2.876
C 1.839 -2.128 -2.714
C 1.906 -0.058 -4.099
C -0.243 -0.816 -3.082
C 1.820 2.456 2.425
C 1.512 3.912 2.804
C 1.771 1.615 3.702
C 3.240 2.408 1.851
H -1.017 3.609 1.472
H -1.013 2.480 2.858
H -1.810 2.021 1.337
H 1.024 6.609 -0.719
H 1.789 7.765 -2.778
H 2.650 6.444 -4.694
H 2.742 3.966 -4.548
H 3.861 0.320 -2.008
H 3.673 -1.045 -0.867
H 3.729 0.608 -0.264
H 2.930 -2.120 -2.688
H 1.532 -2.723 -3.580
H 1.455 -2.638 -1.830
H 2.995 -0.034 -4.029
H 1.555 0.958 -4.256
H 1.644 -0.661 -4.976
H -0.704 -1.337 -2.244
H -0.442 -1.387 -3.994
H -0.698 0.170 -3.182
H 0.589 3.992 3.378
H 1.432 4.557 1.931
H 2.325 4.281 3.437
H 0.786 1.652 4.171
H 2.492 2.023 4.419
H 2.014 0.571 3.515
H 3.333 2.985 0.929
H 3.566 1.387 1.664
H 3.927 2.844 2.583
O -1.720 -0.234 -0.145
N -2.565 -0.007 -1.129
C -3.365 -1.051 -1.468
C -4.319 -0.979 -2.442
C -4.462 0.225 -3.137
C -3.636 1.266 -2.818
C -2.647 1.190 -1.805
S -1.611 2.482 -1.468
H -3.167 -1.946 -0.904
H -4.920 -1.851 -2.654
H -5.200 0.331 -3.922
H -3.691 2.212 -3.337
Br -5.957 -5.455 2.357
C -4.344 -4.802 1.584
C -3.547 -5.669 0.855
C -2.372 -5.183 0.296
C -1.981 -3.866 0.497
C -2.792 -3.020 1.246
C -3.992 -3.475 1.776
C -0.685 -3.358 -0.131
O -0.277 -3.955 -1.127
O -0.135 -2.384 0.476
H -3.847 -6.698 0.716
H -1.742 -5.819 -0.313
H -2.477 -1.992 1.388
H -4.635 -2.811 2.336
S -0.873 -0.477 3.294
C -1.022 -2.069 3.717
N -0.356 -3.073 3.161
C -0.407 -4.366 3.808
C -1.741 -4.394 4.549
S -2.064 -2.665 5.001
H 0.266 -2.849 2.386
H 0.435 -4.472 4.500
H -0.360 -5.162 3.065
H -1.707 -5.016 5.440
H -2.542 -4.737 3.893
C 2.047 -1.083 1.510
H 1.751 -1.492 2.488
H 2.911 -0.445 1.708
H 2.417 -1.934 0.923
*
```

These are the Mulliken partial charges, in e, on atoms 1 to 6:
1 Fe 0.100
2 C -1.508
3 P 1.713
4 C -0.760
5 N -0.097
6 C 0.032

---

The following is a DFT calculation (ωB97M-V/def2-TZVPD) of a structure of composition C34H44CdN8O8SSe at a distorted geometry.

The HOMO energy comes out at -6.9 eV. As for the total energy: -145016.330 eV. For the LUMO energy, the calculation gives -1.11 eV. The calculation puts the maximum force at 5.251 eV/A.

The geometry in ORCA input format:
```
! wB97M-V def2-TZVPD RIJCOSX def2/J DEFGRID3
* xyz 0 1
Cd -0.308 -0.464 0.902
N 0.642 -2.882 0.933
C 1.588 -3.061 -0.187
C 2.712 -4.046 0.134
C 3.509 -3.895 1.453
C 4.223 -2.542 1.686
N 4.885 -1.947 0.521
C 5.987 -2.393 -0.102
N 6.915 -3.105 0.539
N 6.181 -2.102 -1.392
C 2.034 -1.737 -0.912
O 3.070 -1.848 -1.612
O 1.335 -0.676 -0.765
H 0.905 -3.451 1.750
H -0.306 -3.163 0.636
H 1.023 -3.569 -0.975
H 3.425 -3.895 -0.693
H 2.290 -5.055 0.050
H 4.286 -4.671 1.407
H 2.889 -4.034 2.339
H 4.948 -2.653 2.492
H 3.468 -1.815 2.037
H 4.214 -1.571 -0.149
H 6.801 -3.233 1.542
H 7.802 -3.348 0.114
H 5.388 -1.780 -1.954
H 6.911 -2.581 -1.917
O -3.737 -1.824 -1.250
C -3.061 -1.901 -0.192
O -1.767 -2.061 -0.138
C -3.801 -1.779 1.106
C -5.159 -1.492 1.137
C -5.754 -1.148 2.388
C -5.009 -1.103 3.603
C -3.662 -1.481 3.523
C -3.058 -1.897 2.289
N -2.820 -1.340 4.646
O -1.620 -1.816 4.579
O -3.282 -0.813 5.706
N -7.155 -0.986 2.400
O -7.724 -0.840 3.534
O -7.787 -0.948 1.294
H -5.769 -1.512 0.212
H -5.454 -0.761 4.501
H -2.013 -2.256 2.370
C -4.591 1.488 -2.806
C -3.504 1.725 -3.828
C -2.738 0.460 -4.195
C -1.775 -0.044 -3.132
N -0.644 0.854 -2.826
C -0.500 1.622 -1.698
Se -1.594 1.725 -0.233
N 0.698 2.255 -1.726
C 1.298 3.079 -0.671
C 0.593 4.415 -0.401
C 0.561 5.384 -1.585
C -0.548 5.129 -2.597
C 1.336 1.895 -2.926
C 2.512 2.359 -3.511
C 2.792 1.938 -4.806
C 1.955 1.020 -5.472
C 0.752 0.551 -4.889
C 0.478 1.026 -3.605
H -5.178 2.423 -2.656
H -4.213 1.154 -1.847
H -5.269 0.717 -3.159
H -2.823 2.502 -3.495
H -3.903 2.173 -4.764
H -2.179 0.602 -5.128
H -3.421 -0.371 -4.366
H -1.376 -1.009 -3.444
H -2.323 -0.209 -2.178
H 2.333 3.301 -0.984
H 1.335 2.509 0.263
H 1.182 4.858 0.399
H -0.414 4.255 -0.012
H 1.553 5.419 -2.085
H 0.417 6.406 -1.190
H -0.337 4.271 -3.243
H -0.680 5.968 -3.260
H -1.489 4.955 -2.107
H 3.183 3.039 -2.949
H 3.684 2.329 -5.310
H 2.194 0.677 -6.498
H 0.059 -0.050 -5.488
S 1.477 0.488 2.619
C 0.793 0.655 4.198
C 1.242 -0.181 5.247
C 0.563 -0.188 6.457
C -0.477 0.747 6.686
C -0.816 1.706 5.693
C -0.195 1.630 4.470
H 2.106 -0.838 5.068
H 0.854 -0.884 7.252
H -1.044 0.776 7.609
H -1.623 2.444 5.846
H -0.482 2.321 3.675
*
```

These are the Mulliken partial charges, in e, on atoms 1 to 6:
1 Cd 2.719
2 N -0.496
3 C 0.398
4 C -0.909
5 C -0.565
6 C -0.512